No. 1
This record from the Open Molecules 2025 dataset describes a cluster of 2 separate species, C2H5ClNS in total at a distorted geometry. The level of theory is ωB97M-V with the def2-TZVPD basis set.

Properties
E_HOMO = -13.45 eV
Kohn-Sham gap = 8.266 eV
Relative energy (zero: lowest compared OMol25 entry of this formula, charge and spin) = 26.7 kcal/mol
Energy = -991.99659 Ha

```
! wB97M-V def2-TZVPD RIJCOSX def2/J DEFGRID3
* xyz 1 1
Cl -2.5910 -2.8224 0.7042
S -0.6144 -0.6430 0.4562
N 1.0688 1.2163 -1.4011
C -1.5336 -1.7696 1.2982
C 1.0151 1.1181 -0.1162
H 0.4843 1.7682 -2.0005
H 0.4770 1.9316 0.2864
H 1.5768 0.5384 -1.9789
H -1.4814 -1.5957 2.3598
H 1.5984 0.2580 0.3920
*
```

No. 2
This record from the Open Molecules 2025 dataset describes a cluster of 2 separate species, C2H5ClNS in total at a distorted geometry. The level of theory is ωB97M-V with the def2-TZVPD basis set.

Properties
E_HOMO = -14.53 eV
Kohn-Sham gap = 8.344 eV
Relative energy (zero: lowest compared OMol25 entry of this formula, charge and spin) = 29.4 kcal/mol
Energy = -991.99232 Ha

```
! wB97M-V def2-TZVPD RIJCOSX def2/J DEFGRID3
* xyz 1 1
Cl -2.2091 1.8090 -0.9763
S -2.0454 -1.7444 -0.2163
N 1.2492 -1.0288 0.5486
C 0.2686 -0.0249 0.2854
C -0.9328 -0.7304 -0.0361
H -2.9594 2.7218 -1.5628
H 1.3027 -1.8358 -0.0911
H 0.3626 0.7853 -0.4002
H 1.6771 -1.0135 1.4571
H 0.0116 0.6635 1.0717
*
```

No. 3
This record from the Open Molecules 2025 dataset describes a cluster of 2 separate species, C2H5ClOS in total at a distorted geometry. The level of theory is ωB97M-V with the def2-TZVPD basis set.

Properties
E_HOMO (alpha / beta) = -9.11 / -9.18 eV
Kohn-Sham gap (alpha / beta) = 5.726 / 5.811 eV
Relative energy (zero: lowest compared OMol25 entry of this formula, charge and spin) = 110.0 kcal/mol
Energy = -1012.63319 Ha

```
! wB97M-V def2-TZVPD RIJCOSX def2/J DEFGRID3
* xyz 0 1
Cl 3.9810 -0.2366 -0.2971
S 2.5114 1.0377 0.1262
O 0.5953 -0.9633 -0.3651
C -0.6569 -0.7841 0.2334
C -1.0820 0.6299 -0.0747
H -0.6512 -0.9953 1.3767
H -1.5399 0.4637 -1.0862
H -0.1000 1.1387 -0.2286
H -1.7150 1.2642 0.6274
H -1.3427 -1.5549 -0.3120
*
```

No. 4
This record from the Open Molecules 2025 dataset describes a cluster of 2 separate species, C2H5ClS2 in total at a distorted geometry. The level of theory is ωB97M-V with the def2-TZVPD basis set.

Properties
E_HOMO = -8.68 eV
Kohn-Sham gap = 9.170 eV
Structure (SMILES) = C=C(S)Cl.S
Relative energy (zero: lowest compared OMol25 entry of this formula, charge and spin) = 45.5 kcal/mol
Energy = -1335.70163 Ha

```
! wB97M-V def2-TZVPD RIJCOSX def2/J DEFGRID3
* xyz 0 1
Cl 1.5770 1.9862 0.4087
S 1.4637 -0.5700 -1.2106
S -1.8243 1.4054 -0.9812
C 1.4420 0.3006 0.3075
C 1.7788 -0.4749 1.3818
H -1.4021 1.7525 -2.3030
H 2.0732 -0.1695 2.3484
H -3.0757 0.9231 -1.0458
H 1.6710 -1.4874 1.3583
H 1.0049 0.4090 -1.8943
*
```